Formula: C4H7N3S2
Source: OMol25
Level of theory: ωB97M-V/def2-TZVPD

The value obtained for the energy above the lowest of the compared OMol25 structures with the same formula, charge and spin is 506.1 kJ/mol. For the molar mass, the calculation gives 161.25 g mol⁻¹. For the gap between HOMO and LUMO (spin up / spin down), the calculation gives 6.52 / 6.06 eV. The value obtained for the LUMO energy (spin up / spin down) is -0.611 / -1.012 eV. Its structure (SMILES) is Cc1[nH][n+]([S-])c(C)[n+]1[S-].

Structure (ORCA input):
```
! RIJCOSX wB97M-V def2-TZVPD def2/J DEFGRID3
* xyz 0 1
C -1.88 -1.26 -1.48
C -1.24 -0.36 -0.50
N -1.05 0.94 -0.42
N 0.02 1.29 0.40
S 0.28 2.86 0.70
C 0.79 0.26 0.69
C 2.07 0.56 1.34
N 0.35 -0.88 0.21
S 0.84 -2.36 0.06
H -1.35 -2.29 -1.45
H -2.89 -1.18 -1.18
H -1.49 -1.00 -2.49
H -1.91 1.46 -0.51
H 2.04 1.24 2.09
H 2.56 -0.37 1.88
H 2.88 1.11 0.66
*
```

=====

Formula: C3H11NOS
Source: OMol25
Level of theory: ωB97M-V/def2-TZVPD

The value obtained for the energy above the lowest of the compared OMol25 structures with the same formula, charge and spin is 114.0 kJ/mol. For the molar mass, the calculation gives 109.19 g mol⁻¹. For the gap between HOMO and LUMO, the calculation gives 9.00 eV. The value obtained for the LUMO energy is 0.798 eV. Its structure (SMILES) is CNCCS.O.

Structure (ORCA input):
```
! RIJCOSX wB97M-V def2-TZVPD def2/J DEFGRID3
* xyz 0 1
C -0.24 0.31 -2.44
N 0.09 0.53 -1.06
C 1.25 0.08 -0.32
C 1.02 0.31 1.18
S 2.37 -0.63 2.00
H 0.08 -0.59 -2.96
H 0.00 1.18 -3.05
H -1.33 0.19 -2.56
H -0.37 1.31 -0.64
H 1.37 -0.99 -0.54
H 2.20 0.56 -0.59
H 0.96 1.32 1.56
H 0.12 -0.24 1.44
H 3.15 0.39 2.43
O -3.48 -0.89 1.87
H -3.47 -1.50 2.60
H -3.70 -1.35 1.07
*
```

=====

Formula: C16H7AuBr2N2O5
Source: OMol25
Level of theory: ωB97M-V/def2-TZVPD

The value obtained for the energy above the lowest of the compared OMol25 structures with the same formula, charge and spin is 193.0 kJ/mol. For the molar mass, the calculation gives 664.02 g mol⁻¹. For the gap between HOMO and LUMO, the calculation gives 3.11 eV. The value obtained for the LUMO energy is -4.328 eV.

Structure (ORCA input):
```
! RIJCOSX wB97M-V def2-TZVPD def2/J DEFGRID3
* xyz 0 1
Au 0.88 0.29 -0.39
O 0.43 -5.52 -4.32
C -0.62 -4.72 -4.22
O -1.69 -4.86 -4.75
C -0.22 -3.55 -3.33
C -1.23 -2.60 -3.15
C -0.96 -1.51 -2.36
N 0.22 -1.35 -1.76
C 1.18 -2.26 -1.92
C 1.01 -3.39 -2.70
C 2.49 -2.03 -1.16
O 3.39 -2.84 -1.32
O 2.53 -0.98 -0.41
H -2.18 -2.73 -3.64
H -1.69 -0.73 -2.19
H 1.83 -4.08 -2.79
Br -3.07 3.52 -0.76
C -1.93 3.21 0.71
C -2.17 3.90 1.92
C -1.38 3.69 3.01
Br -1.74 4.64 4.61
C -0.30 2.77 2.95
C 0.56 2.45 4.03
C 1.55 1.52 3.87
C 1.70 0.90 2.62
N 0.92 1.19 1.61
C -0.08 2.10 1.73
C -0.90 2.31 0.57
O -0.64 1.68 -0.55
H -2.99 4.59 1.96
H 0.42 2.95 4.98
H 2.21 1.26 4.68
H 2.48 0.16 2.44
*
```

=====

Formula: C30H38Cl6FeNOP2Si
Source: OMol25
Level of theory: ωB97M-V/def2-TZVPD

The value obtained for the energy above the lowest of the compared OMol25 structures with the same formula, charge and spin is 0.0 kJ/mol. For the molar mass, the calculation gives 787.24 g mol⁻¹. For the gap between HOMO and LUMO (spin up / spin down), the calculation gives 8.05 / 6.24 eV. The value obtained for the LUMO energy (spin up / spin down) is 0.593 / -1.226 eV. As for the expectation value of S²: 8.7715.

Structure (ORCA input):
```
! RIJCOSX wB97M-V def2-TZVPD def2/J DEFGRID3
* xyz 0 6
Fe 0.37 0.41 -0.18
C 3.77 -2.68 -1.74
C 2.72 -2.94 -0.66
C 3.28 -2.74 0.74
P 1.14 -2.01 -0.94
C 0.64 -2.50 -2.64
C 0.56 -4.02 -2.83
C -0.67 -1.83 -3.06
C -0.01 -2.80 0.23
C 0.18 -4.03 0.86
C -0.67 -4.45 1.87
C -1.71 -3.62 2.28
C -1.92 -2.41 1.66
C -1.10 -2.00 0.60
N -1.29 -0.77 -0.06
C -2.54 -0.58 -0.62
C -3.50 -1.61 -0.74
C -4.74 -1.35 -1.31
C -5.08 -0.09 -1.78
C -4.14 0.91 -1.69
C -2.88 0.68 -1.14
P -1.61 1.95 -1.00
C -1.74 2.94 -2.55
C -0.62 3.98 -2.68
C -1.73 2.03 -3.79
C -2.31 3.00 0.35
C -2.32 2.22 1.66
C -1.66 4.37 0.52
H 4.64 -3.30 -1.53
H 4.09 -1.64 -1.74
H 3.42 -2.93 -2.74
H 2.42 -4.00 -0.75
H 3.56 -1.70 0.91
H 4.18 -3.34 0.86
H 2.58 -3.03 1.52
H 1.44 -2.10 -3.26
H -0.16 -4.45 -2.14
H 1.52 -4.51 -2.69
H 0.22 -4.25 -3.84
H -1.52 -2.25 -2.52
H -0.84 -2.01 -4.13
H -0.66 -0.76 -2.90
H 1.00 -4.67 0.57
H -0.51 -5.41 2.35
H -2.35 -3.93 3.09
H -2.74 -1.77 1.97
H -3.29 -2.61 -0.40
H -5.45 -2.17 -1.38
H -6.06 0.10 -2.20
H -4.37 1.90 -2.06
H -2.70 3.45 -2.49
H 0.26 3.53 -3.13
H -0.31 4.42 -1.74
H -0.95 4.78 -3.34
H -0.79 1.49 -3.86
H -1.82 2.65 -4.69
H -2.54 1.31 -3.79
H -3.35 3.14 0.02
H -2.76 1.22 1.54
H -2.91 2.76 2.40
H -1.31 2.10 2.06
H -0.59 4.29 0.69
H -2.10 4.86 1.40
H -1.83 5.02 -0.34
Cl 3.45 2.58 6.00
C 2.68 2.42 4.45
C 2.12 1.21 4.09
C 1.52 1.12 2.85
Cl 0.79 -0.40 2.37
C 1.44 2.18 1.94
O 0.85 2.06 0.77
C 2.04 3.37 2.36
Cl 2.04 4.73 1.28
C 2.64 3.50 3.59
H 2.15 0.35 4.75
H 3.10 4.44 3.87
Cl 2.75 3.29 -2.17
Si 2.01 1.37 -1.90
Cl 2.54 0.37 -3.66
Cl 3.31 0.67 -0.35
*
```

=====

Formula: C16H21Cl2LiNO8PS
Source: OMol25
Level of theory: ωB97M-V/def2-TZVPD

For the molar mass, the calculation gives 496.23 g mol⁻¹. For the gap between HOMO and LUMO, the calculation gives 4.78 eV. The value obtained for the LUMO energy is -2.529 eV.

Structure (ORCA input):
```
! RIJCOSX wB97M-V def2-TZVPD def2/J DEFGRID3
* xyz 0 1
O 2.67 4.09 2.66
C 2.98 4.03 1.52
O 3.91 4.82 0.83
C 4.02 4.33 -0.48
O 4.74 4.82 -1.28
C 3.02 3.13 -0.66
P 2.76 2.12 -2.19
S 3.43 0.29 -1.85
C 2.37 2.96 0.53
C 1.26 2.00 1.00
C 0.02 1.96 -0.02
C -1.25 2.71 0.56
C -2.56 2.39 -0.23
C -3.50 3.49 -0.55
C -4.77 3.30 -1.26
C -5.14 1.91 -1.65
C -4.24 0.77 -1.37
C -2.98 1.05 -0.66
H 3.49 2.59 -3.32
H 1.40 1.98 -2.57
H 1.63 0.97 1.28
H 0.85 2.44 1.96
H -0.19 0.89 -0.29
H 0.35 2.57 -0.90
H -1.39 2.37 1.62
H -1.12 3.82 0.53
H -3.25 4.55 -0.26
H -5.51 4.16 -1.54
H -6.11 1.73 -2.17
H -4.55 -0.26 -1.69
H -2.29 0.19 -0.44
C 1.97 -2.05 2.46
C 1.03 -2.47 1.38
O -0.10 -2.09 1.23
N 1.46 -3.40 0.33
C 1.40 -4.84 0.76
H 1.43 -1.43 3.18
H 2.35 -2.93 2.98
H 2.79 -1.49 2.02
H 2.41 -3.16 0.05
H 0.78 -3.24 -0.42
H 2.07 -4.98 1.61
H 1.73 -5.44 -0.08
H 0.37 -5.09 1.02
O -1.45 -8.90 0.09
Cl -0.19 -8.33 0.51
O 0.83 -8.62 -0.47
O 0.19 -8.87 1.79
O -0.34 -6.89 0.62
Cl -5.60 5.29 -2.88
Li -3.19 0.76 -3.30
*
```

=====

Formula: CH2NO5P
Source: OMol25
Level of theory: ωB97M-V/def2-TZVPD

The value obtained for the energy above the lowest of the compared OMol25 structures with the same formula, charge and spin is 116.1 kJ/mol. For the molar mass, the calculation gives 139.00 g mol⁻¹. For the gap between HOMO and LUMO, the calculation gives 6.75 eV. The value obtained for the LUMO energy is 6.975 eV. Its structure (SMILES) is O=CN(O)P(=O)([O-])[O-].

Structure (ORCA input):
```
! RIJCOSX wB97M-V def2-TZVPD def2/J DEFGRID3
* xyz -2 1
O 1.11 2.31 -0.29
C 1.34 1.14 -0.11
N 0.46 0.08 -0.15
O 1.02 -1.16 0.27
P -1.41 -0.36 -0.13
O -1.67 0.02 1.30
O -1.31 -1.89 -0.33
O -1.82 0.49 -1.29
H 2.25 0.89 0.38
H 0.04 -1.51 0.34
*
```

=====

Formula: C4H7NO
Source: OMol25
Level of theory: ωB97M-V/def2-TZVPD

The value obtained for the energy above the lowest of the compared OMol25 structures with the same formula, charge and spin is 576.9 kJ/mol. For the molar mass, the calculation gives 85.11 g mol⁻¹. For the gap between HOMO and LUMO, the calculation gives 7.79 eV. The value obtained for the LUMO energy is 0.432 eV.

Structure (ORCA input):
```
! RIJCOSX wB97M-V def2-TZVPD def2/J DEFGRID3
* xyz 0 1
C -0.73 -0.98 0.08
C -1.46 0.26 -0.39
N -0.18 0.97 -0.64
C 0.55 -0.15 0.12
C 1.30 0.12 1.22
O -2.57 0.62 -0.63
H -0.06 1.96 -0.42
H 0.38 0.51 -1.57
H -1.07 -1.39 1.04
H -0.75 -1.76 -0.69
H 1.15 -0.50 -1.32
H 1.50 -0.67 1.93
H 1.93 1.00 1.27
*
```